Computed, not measured: a 5-piece molecular cluster, C31H68BN2O10Si overall, with wB97M-V/def2-TZVPD.

Geometry as XYZ:
```
113
Properties=species:S:1:pos:R:3:forces:R:3:mulliken_charge:R:1
C 9.643 4.133 2.260 -0.26 -0.14 -0.25 -1.213
C 9.303 4.243 0.760 -0.23 -0.21 0.69 -0.562
C 7.969 3.577 0.441 0.04 -0.51 -0.18 -0.553
C 7.685 3.479 -1.063 -0.04 0.19 -0.03 -0.414
C 6.227 3.689 -1.444 0.31 -0.06 -0.04 -1.023
N 5.240 2.945 -0.583 -0.61 0.38 -0.30 0.462
C 3.960 3.727 -0.559 -0.39 -0.16 -0.27 -0.822
C 2.883 3.028 0.279 -0.02 0.15 0.56 -0.892
N 3.423 1.835 0.921 0.50 -0.42 -0.25 0.038
B 2.435 1.223 1.855 -0.09 0.20 0.25 0.443
C 1.334 0.195 1.443 0.26 0.15 0.25 -0.377
O 2.476 1.643 3.157 -0.16 -0.59 -0.15 -0.518
C 3.977 0.882 -0.050 -0.33 0.56 0.11 -1.466
C 4.890 1.569 -1.081 0.09 -0.64 0.01 0.062
C 6.120 0.725 -1.416 -0.04 0.63 -0.01 -0.049
C 5.857 -0.782 -1.507 0.34 -0.09 -0.14 -0.981
O 6.641 -1.337 -2.544 0.01 0.16 0.40 -0.605
Si 8.125 -2.000 -2.142 0.55 -0.48 -0.43 0.652
C 7.973 -3.661 -1.289 0.14 0.11 -0.10 -1.118
C 9.142 -0.869 -1.043 -0.41 0.43 0.04 -1.047
C 9.049 -2.200 -3.746 -0.04 0.23 0.41 -1.115
H 10.685 3.869 2.416 0.12 0.20 0.05 0.341
H 9.055 3.336 2.716 -0.01 -0.04 0.09 0.352
H 9.410 5.053 2.787 0.09 0.05 0.11 0.300
H 9.237 5.293 0.482 0.29 0.03 -0.29 0.358
H 10.081 3.733 0.196 0.04 0.20 -0.29 0.351
H 8.011 2.561 0.848 -0.11 -0.03 0.09 0.322
H 7.150 4.076 0.972 0.06 0.25 0.04 0.361
H 8.036 2.536 -1.472 0.15 -0.05 0.08 0.153
H 8.254 4.249 -1.586 -0.07 0.10 -0.06 0.605
H 6.037 3.383 -2.471 -0.08 -0.07 -0.03 0.299
H 5.970 4.744 -1.383 -0.03 0.04 0.20 0.490
H 5.548 2.872 0.390 0.25 -0.07 -0.05 0.390
H 4.153 4.733 -0.202 0.23 0.00 0.11 0.444
H 3.644 3.794 -1.598 0.08 0.12 -0.08 0.420
H 1.981 2.832 -0.312 0.10 -0.08 -0.25 0.378
H 2.584 3.716 1.069 -0.11 -0.01 0.04 0.535
H 0.361 0.669 1.590 -0.12 -0.04 -0.15 -0.136
H 1.413 -0.208 0.439 -0.22 0.00 -0.09 0.314
H 1.360 -0.622 2.165 -0.06 -0.13 -0.05 0.282
H 3.386 1.735 3.443 0.19 0.67 0.14 0.295
H 3.188 0.379 -0.613 0.05 -0.24 0.02 0.504
H 4.549 0.152 0.518 -0.02 -0.17 -0.06 0.440
H 4.326 1.741 -1.998 -0.04 0.14 -0.03 0.189
H 6.508 1.038 -2.385 0.04 -0.05 -0.07 0.434
H 6.901 0.952 -0.689 0.04 -0.27 0.14 -0.086
H 6.120 -1.249 -0.553 -0.23 -0.07 0.12 0.487
H 4.809 -0.993 -1.712 -0.08 -0.04 -0.08 0.355
H 8.575 -4.366 -1.864 -0.02 -0.08 -0.04 0.347
H 8.408 -3.640 -0.290 -0.14 0.00 0.13 0.356
H 6.964 -4.065 -1.247 -0.09 0.03 0.07 0.327
H 9.158 0.161 -1.409 0.04 0.01 -0.13 0.183
H 8.774 -0.826 -0.015 0.04 -0.10 0.08 0.339
H 10.176 -1.207 -1.021 0.04 -0.14 0.06 0.456
H 9.075 -1.248 -4.275 -0.06 -0.04 -0.23 0.287
H 10.082 -2.451 -3.498 0.06 -0.11 -0.05 0.336
H 8.645 -2.989 -4.373 -0.06 0.04 -0.16 0.310
O -5.724 2.080 2.330 -0.03 -0.04 -0.06 -0.543
C -4.666 2.333 2.832 -0.01 0.05 0.23 0.732
O -3.549 1.837 2.256 -0.07 -0.06 -0.19 -0.339
C -2.222 2.163 2.660 0.15 0.01 0.12 -0.178
C -1.756 1.359 3.856 -0.04 -0.05 0.03 -1.050
C -4.556 3.136 4.106 0.15 0.24 -0.12 -1.084
H -2.113 3.237 2.819 -0.07 0.00 0.04 0.349
H -1.618 1.908 1.787 0.00 0.04 -0.02 0.155
H -2.344 1.578 4.746 0.01 0.03 0.01 0.373
H -0.711 1.585 4.074 0.00 0.00 0.00 0.311
H -1.844 0.292 3.651 0.01 0.00 -0.02 0.296
H -4.782 2.480 4.946 0.00 -0.01 0.01 0.273
H -5.303 3.924 4.073 -0.10 -0.09 0.02 0.338
H -3.584 3.596 4.268 0.02 -0.09 0.02 0.349
O -2.096 -1.695 -3.122 0.09 0.01 -0.04 -0.609
C -2.975 -1.152 -2.508 -0.16 -0.12 -0.01 0.741
O -2.695 -0.660 -1.289 0.23 0.16 0.05 -0.358
C -3.615 0.141 -0.528 -0.19 -0.05 0.06 0.209
C -4.654 -0.694 0.182 -0.02 -0.06 0.01 -0.581
C -4.382 -1.061 -3.047 -0.02 0.27 -0.08 -0.679
H -4.067 0.910 -1.158 0.01 -0.04 -0.07 0.305
H -2.989 0.654 0.196 0.04 -0.01 -0.02 -0.407
H -5.280 -1.245 -0.515 -0.02 -0.01 0.02 0.145
H -5.291 -0.055 0.795 0.04 0.06 0.01 0.279
H -4.170 -1.428 0.828 0.01 0.01 0.01 0.297
H -4.871 -2.019 -2.873 0.00 -0.01 0.04 0.014
H -4.323 -0.885 -4.119 0.05 -0.13 -0.02 0.333
H -4.985 -0.272 -2.605 -0.01 -0.07 0.07 0.308
O -6.170 -3.468 -0.781 0.07 0.01 -0.01 -0.534
C -6.910 -4.075 -1.511 -0.11 0.15 -0.04 0.755
O -6.420 -5.118 -2.199 0.11 -0.08 0.06 -0.363
C -7.238 -5.971 -3.008 -0.12 -0.06 -0.14 -0.383
C -7.493 -5.386 -4.381 0.06 0.10 0.01 -0.975
C -8.345 -3.646 -1.698 -0.19 -0.34 0.03 -0.332
H -8.163 -6.220 -2.486 0.00 0.04 0.00 0.355
H -6.666 -6.893 -3.097 0.05 0.02 0.05 0.326
H -8.042 -4.447 -4.328 -0.05 -0.03 0.02 0.283
H -8.069 -6.086 -4.987 0.00 -0.01 0.01 0.364
H -6.546 -5.191 -4.885 0.01 -0.03 -0.01 0.297
H -8.373 -2.805 -2.391 0.02 0.01 -0.01 0.253
H -8.728 -3.317 -0.740 0.05 0.10 0.02 -0.406
H -9.011 -4.423 -2.062 0.04 0.03 -0.12 0.337
O -13.122 -2.003 1.008 -0.04 -0.03 -0.05 -0.564
C -12.100 -1.722 1.565 -0.06 0.02 0.15 0.694
O -10.943 -2.214 1.073 0.08 -0.04 -0.19 -0.332
C -9.659 -1.853 1.586 0.12 0.05 0.23 -0.083
C -9.284 -2.653 2.816 -0.09 -0.06 0.02 -1.068
C -12.083 -0.881 2.821 0.15 0.23 -0.10 -0.877
H -9.596 -0.778 1.758 -0.05 0.00 0.02 0.369
H -8.964 -2.079 0.782 0.01 0.05 -0.04 0.033
H -9.967 -2.468 3.645 0.02 0.05 0.01 0.337
H -8.274 -2.396 3.138 0.01 0.01 -0.02 0.361
H -9.315 -3.719 2.593 0.03 0.00 -0.02 0.303
H -12.354 -1.517 3.663 -0.01 -0.01 0.01 0.248
H -12.839 -0.107 2.716 -0.10 -0.09 0.01 0.300
H -11.132 -0.399 3.032 0.01 -0.09 0.04 0.300
```
Positions in Å, forces in eV/Å.

Calculated values
Net charge: +1
M in g mol⁻¹: 667.79
Energy relative to the best compared isomer or geometry (same formula, charge and spin) in eV: 0.000
Kohn-Sham gap in eV: 8.7
HOMO in eV: -11.1
LUMO level in eV: -2.4